# C34H75N3O5S

4 unconnected molecules or ions with the total composition C34H75N3O5S in a non-equilibrium geometry (wB97M-V/def2-TZVPD, OMol25).

- E_HOMO: -8.2 eV
- Lowest unoccupied orbital energy: -0.08 eV
- Structure (SMILES): CCCCC[C@@]1(CCC)OS(=O)(=O)O[C@]1(CC=O)CC(C)C.CCN(CC)CC.CCN(CC)CC.CCN(CC)CC
- Charge: 0
- Energy: -62005.6090 eV

Each line ends with the Mulliken charge.
CARTESIAN COORDINATES (ANGSTROEM)
C1 -3.7365 -10.5327 0.4508  -0.938
C2 -2.7539 -10.7356 -0.8754  -0.474
C3 -1.3475 -9.9005 -0.7224  -0.357
C4 -1.1932 -8.9598 -2.0732  -0.246
C5 0.3549 -8.8346 -2.5967  -1.556
C6 0.9396 -7.2677 -2.5764  0.983
C7 1.1112 -6.9770 -0.9729  -0.389
C8 2.6316 -6.6045 -0.4874  -0.333
C9 2.6151 -5.2023 0.4248  -0.772
O1 2.1762 -7.4560 -3.4064  -0.483
S1 2.6654 -6.0474 -4.2972  1.015
O2 3.5060 -4.9671 -3.5114  -0.555
O3 3.4477 -6.2995 -5.6231  -0.573
O4 1.0746 -5.4006 -4.3864  -0.345
C10 0.1185 -6.1570 -3.5116  1.123
C11 -0.9051 -6.7753 -4.6583  -0.839
C12 -1.1729 -5.7767 -5.9301  -0.060
O5 -1.9306 -6.2796 -6.9381  -0.529
C13 -0.8427 -5.0559 -2.7709  -1.298
C14 -0.1058 -3.6472 -2.3663  0.944
C15 -0.1198 -2.5144 -3.5941  -0.968
C16 -0.9898 -2.9368 -1.1372  -1.202
H1 -4.5039 -11.4170 0.4282  0.307
H2 -3.1274 -10.4418 1.4545  0.278
H3 -4.3681 -9.5464 0.2351  0.227
H4 -3.3923 -10.4435 -1.8138  0.280
H5 -2.4728 -11.8866 -1.0148  0.291
H6 -1.3244 -9.1809 0.2233  0.270
H7 -0.3796 -10.5974 -0.6810  0.214
H8 -1.8353 -9.4174 -2.9658  0.333
H9 -1.5835 -7.8469 -1.9155  -0.026
H10 1.1007 -9.5296 -1.9787  0.561
H11 0.4485 -9.2209 -3.7223  0.357
H12 0.3959 -6.1627 -0.5315  0.162
H13 0.8274 -7.9931 -0.4135  0.215
H14 2.9878 -7.4460 0.2808  0.308
H15 3.4035 -6.4262 -1.3480  0.213
H16 2.6699 -5.4484 1.5813  0.288
H17 3.5947 -4.6049 0.1331  0.256
H18 1.6834 -4.5353 0.1718  0.102
H19 -0.5759 -7.8285 -5.0562  0.286
H20 -1.9455 -6.9396 -4.0984  0.324
H21 -0.8161 -4.6652 -6.0317  0.251
H22 -1.2851 -5.5084 -1.7595  0.217
H23 -1.8069 -4.7522 -3.4057  0.445
H24 0.9734 -3.8469 -1.9440  0.168
H25 -0.9433 -2.8752 -4.3519  0.156
H26 -0.2833 -1.4197 -3.2047  0.368
H27 0.9313 -2.6314 -4.1477  0.216
H28 -1.7005 -3.7041 -0.6062  0.307
H29 -1.6825 -2.1252 -1.6478  0.335
H30 -0.2640 -2.3705 -0.4096  0.140
C17 -1.9533 2.5383 -0.9907  -1.460
C18 -2.3683 1.8333 0.2970  -0.090
N1 -1.4828 0.7298 0.6765  0.342
C19 -2.0407 -0.1303 1.7248  -0.612
C20 -2.2782 0.4940 3.0953  -1.145
C21 -0.0637 1.0581 0.8256  -1.192
C22 0.3098 2.1501 1.8227  -0.294
H31 -1.8450 1.8260 -1.8157  0.312
H32 -2.7178 3.2686 -1.2779  0.466
H33 -1.0115 3.0825 -0.8731  0.259
H34 -3.3771 1.4354 0.1279  0.454
H35 -2.4549 2.5768 1.0973  0.016
H36 -1.4038 -1.0157 1.8459  0.265
H37 -2.9990 -0.5253 1.3636  0.441
H38 -1.3430 0.6524 3.6343  0.268
H39 -2.8851 -0.1856 3.7070  0.426
H40 -2.8168 1.4435 3.0343  0.243
H41 0.3262 1.3498 -0.1577  0.385
H42 0.4984 0.1486 1.0742  0.459
H43 -0.3195 3.0391 1.7279  0.028
H44 1.3438 2.4675 1.6463  0.202
H45 0.2593 1.7942 2.8531  0.281
C23 -3.6445 9.4245 -0.5272  -1.453
C24 -3.5046 8.1665 0.3244  -0.355
N2 -2.4813 7.2373 -0.1605  0.180
C25 -2.5548 5.9125 0.4637  -0.361
C26 -2.2938 5.8253 1.9632  -0.764
C27 -1.1310 7.7820 -0.3156  -0.812
C28 -0.4715 8.4011 0.9123  -0.485
H46 -3.8150 9.1740 -1.5798  0.328
H47 -4.5004 10.0144 -0.1812  0.437
H48 -2.7596 10.0643 -0.4591  0.298
H49 -4.4790 7.6617 0.3042  0.456
H50 -3.3251 8.4596 1.3649  0.286
H51 -1.8707 5.2282 -0.0540  -0.002
H52 -3.5550 5.5031 0.2711  0.383
H53 -1.2350 5.9465 2.1964  -0.074
H54 -2.5870 4.8329 2.3287  0.318
H55 -2.8679 6.5625 2.5308  0.346
H56 -1.1566 8.5427 -1.1060  0.393
H57 -0.4667 7.0055 -0.7169  0.296
H58 -1.1389 9.0791 1.4510  0.248
H59 0.4007 8.9874 0.6018  0.295
H60 -0.1108 7.6405 1.6068  -0.022
C29 2.4483 4.8468 2.9644  -1.064
C30 3.5025 5.5519 3.8123  -0.513
N3 4.5789 6.1613 3.0277  0.091
C31 5.7326 6.5657 3.8374  -0.694
C32 5.5154 7.6621 4.8741  -0.953
C33 4.1699 7.1192 1.9986  -0.730
C34 3.3482 8.3257 2.4404  -0.825
H61 2.9055 4.1104 2.2947  0.307
H62 1.7431 4.3159 3.6134  0.488
H63 1.8683 5.5533 2.3631  0.006
H64 3.9347 4.7913 4.4751  0.477
H65 3.0069 6.2853 4.4582  0.284
H66 6.5550 6.8642 3.1749  0.354
H67 6.1068 5.6762 4.3606  0.400
H68 5.4173 8.6440 4.4088  0.223
H69 6.3856 7.7132 5.5408  0.398
H70 4.6380 7.4777 5.4998  0.265
H71 3.5949 6.5789 1.2360  0.351
H72 5.0560 7.4768 1.4582  0.352
H73 2.5286 8.0535 3.1108  0.232
H74 2.9002 8.8039 1.5620  0.271
H75 3.9655 9.0801 2.9312  0.293

***

# C34H75O13P

9 unconnected molecules or ions with the total composition C34H75O13P in a non-equilibrium geometry (wB97M-V/def2-TZVPD, OMol25).

- E_HOMO: -8.4 eV
- Lowest unoccupied orbital energy: -0.59 eV
- Structure (SMILES): CP(O)OC(=O)OCC(=O)c1ccccc1.CC(C)O.CC(C)O.CC(C)O.CC(C)O.CC(C)O.CC(C)O.CC(C)O.CC(C)O
- Charge: 0
- Energy: -72368.0089 eV

Each line ends with the Mulliken charge.
CARTESIAN COORDINATES (ANGSTROEM)
C1 -0.4308 0.3195 9.9972  -0.957
P1 -1.5584 -1.2461 9.9708  0.442
O1 -2.7585 -0.8942 11.2333  -0.547
O2 -0.7084 -2.6767 10.4776  -0.327
C2 0.2385 -3.1588 9.4433  0.618
O3 1.5558 -3.0287 9.7595  -0.464
O4 -0.2739 -3.7818 8.2144  -0.316
C3 0.6756 -3.6925 7.0955  -0.025
C4 0.8066 -2.1534 6.5418  0.234
O5 1.7610 -1.3796 7.1266  -0.549
C5 -0.1228 -1.4400 5.3964  0.456
C6 0.6357 -0.2943 4.4439  -0.395
C7 -0.1645 0.5553 3.2544  -0.297
C8 -1.7820 0.2123 3.0733  -0.319
C9 -2.5319 -0.9376 3.9924  -0.253
C10 -1.7285 -1.7977 5.1652  -0.266
H1 -0.9941 1.1596 9.3640  0.310
H2 -0.3992 0.7370 11.1084  0.332
H3 0.6339 0.1399 9.5480  0.291
H4 -2.8690 0.1196 11.2190  0.318
H5 1.7807 -4.0498 7.3701  0.353
H6 0.3201 -4.4665 6.2582  -0.068
H7 1.7762 -0.0593 4.5878  0.281
H8 0.3762 1.3615 2.5677  0.225
H9 -2.4012 0.8098 2.2462  0.291
H10 -3.6767 -1.1769 3.8206  0.326
H11 -2.2381 -2.6215 5.8338  0.325
C11 0.1184 -0.1308 -2.3593  -0.622
C12 -0.3028 0.5352 -1.0591  0.575
C13 -0.4087 2.0435 -1.2180  -1.363
O6 0.6501 0.2331 -0.0433  -0.484
H12 1.1036 0.2254 -2.6808  -0.074
H13 0.2025 -1.2148 -2.2268  0.073
H14 -0.6031 0.0697 -3.1575  0.446
H15 -1.2676 0.1307 -0.7341  0.241
H16 0.5578 2.4768 -1.4991  0.192
H17 -0.7007 2.5106 -0.2713  0.337
H18 -1.1460 2.3093 -1.9818  0.411
H19 1.5100 0.5885 -0.3234  0.299
C14 0.4434 -4.2834 -5.3595  -1.330
C15 1.1853 -3.1959 -4.5989  0.599
C16 2.6750 -3.4902 -4.5234  -1.399
O7 0.6560 -3.0974 -3.2793  -0.439
H20 0.5515 -5.2534 -4.8613  0.352
H21 -0.6292 -4.0646 -5.3952  0.217
H22 0.8170 -4.3735 -6.3843  0.398
H23 1.0254 -2.2294 -5.0891  0.243
H24 2.8622 -4.4322 -3.9956  0.359
H25 3.1943 -2.7056 -3.9627  0.323
H26 3.1155 -3.5564 -5.5230  0.400
H27 0.7934 -3.9513 -2.8364  0.263
C17 4.3806 2.4246 -4.9774  -1.367
C18 3.0867 1.7085 -4.6248  0.494
C19 1.8822 2.6179 -4.8081  -0.815
O8 3.1444 1.2685 -3.2704  -0.546
H28 4.5365 3.2942 -4.3290  0.269
H29 5.2400 1.7620 -4.8289  0.341
H30 4.3741 2.7620 -6.0186  0.397
H31 2.9753 0.8187 -5.2539  0.255
H32 1.9495 3.4943 -4.1537  0.017
H33 0.9593 2.0931 -4.5389  0.181
H34 1.8006 2.9611 -5.8441  0.462
H35 3.2434 2.0520 -2.7044  0.337
C20 0.4246 7.2673 -3.3781  -1.445
C21 1.9315 7.1295 -3.2308  0.422
C22 2.6614 8.2870 -3.8935  -1.198
O9 2.3538 5.9039 -3.8230  -0.455
H36 0.1323 7.2652 -4.4343  0.370
H37 -0.0871 6.4211 -2.9073  0.304
H38 0.0660 8.1936 -2.9183  0.394
H39 2.1951 7.0880 -2.1684  0.226
H40 2.4483 8.3210 -4.9679  0.417
H41 3.7452 8.1681 -3.7902  0.265
H42 2.3699 9.2437 -3.4492  0.363
H43 2.1237 5.9317 -4.7666  0.320
C23 -7.0986 -3.8786 2.7511  -1.270
C24 -6.8122 -2.4110 2.4763  0.314
C25 -7.1096 -2.0497 1.0297  -1.250
O10 -5.4429 -2.1358 2.7598  -0.427
H44 -6.4709 -4.5240 2.1263  0.322
H45 -6.8683 -4.1271 3.7927  0.320
H46 -8.1486 -4.1191 2.5574  0.390
H47 -7.4168 -1.7869 3.1433  0.278
H48 -6.4823 -2.6303 0.3438  0.309
H49 -6.8872 -0.9936 0.8433  0.312
H50 -8.1598 -2.2352 0.7843  0.390
H51 -4.8985 -2.6857 2.1722  0.277
C26 7.0104 7.7148 -1.8210  -1.196
C27 6.1216 7.9747 -0.6152  0.362
C28 6.2423 6.8610 0.4127  -1.230
O11 4.7657 8.0789 -1.0416  -0.490
H52 6.7252 6.7843 -2.3248  0.262
H53 6.9039 8.5181 -2.5579  0.304
H54 8.0627 7.6451 -1.5282  0.406
H55 6.3950 8.9309 -0.1558  0.299
H56 5.9298 5.9003 -0.0119  0.297
H57 5.5879 7.0553 1.2692  0.317
H58 7.2714 6.7657 0.7725  0.384
H59 4.5142 7.2343 -1.4510  0.264
C29 -4.2658 -5.0390 -5.8999  -1.126
C30 -4.6871 -4.3730 -4.5997  0.352
C31 -4.7930 -2.8646 -4.7586  -1.125
O12 -3.7341 -4.6751 -3.5839  -0.512
H60 -3.2806 -4.6828 -6.2214  0.243
H61 -4.1817 -6.1229 -5.7674  0.294
H62 -4.9873 -4.8385 -6.6981  0.368
H63 -5.6518 -4.7775 -4.2747  0.283
H64 -3.8264 -2.4313 -5.0397  0.272
H65 -5.0849 -2.3976 -3.8119  0.292
H66 -5.5302 -2.5989 -5.5224  0.359
H67 -2.8743 -4.3197 -3.8640  0.296
C32 -0.0364 -3.8113 1.2429  -1.619
C33 -0.2637 -4.2074 2.6931  1.447
C34 0.5305 -5.4511 3.0590  -1.566
O13 -1.6515 -4.4544 2.9032  -0.492
H68 -0.3611 -4.6076 0.5637  0.371
H69 -0.6236 -2.9220 0.9903  0.347
H70 1.0203 -3.5992 1.0526  0.373
H71 0.0250 -3.3798 3.3502  -0.303
H72 0.2258 -6.3056 2.4441  0.406
H73 0.3475 -5.7315 4.1018  0.360
H74 1.6041 -5.2882 2.9232  0.351
H75 -1.9168 -5.1878 2.3237  0.340

***

# C34H76BN4O14

3 unconnected molecules or ions with the total composition C34H76BN4O14 (wB97M-V/def2-TZVPD, OMol25).

- E_HOMO: -10.6 eV
- Lowest unoccupied orbital energy: -2.61 eV
- Charge: +1
- Energy: -71783.1517 eV

Each line ends with the Mulliken charge.
CARTESIAN COORDINATES (ANGSTROEM)
C1 -5.4627 -3.8071 -2.5325  -1.116
C2 -4.1994 -4.6357 -2.2983  -0.526
C3 -3.5175 -4.3007 -0.9839  -0.390
O1 -3.5320 -2.8898 -0.7614  -0.355
C4 -3.3118 -2.5541 0.5687  -1.151
N1 -2.6360 -1.2626 0.6299  0.783
C5 -1.4685 -1.0250 0.1110  -2.044
N2 -0.9160 0.2256 0.1489  2.582
O2 -1.7198 1.0666 0.9351  -0.705
C6 -0.9566 1.5672 2.0367  -0.110
C7 -1.7519 2.6910 2.6961  -0.084
C8 -1.2435 2.9240 4.1154  -1.266
O3 -3.1472 2.3791 2.7142  -0.571
C9 -0.8763 0.7330 -1.2728  -0.072
C10 -0.5434 2.2253 -1.3224  -1.806
O4 -1.6916 3.0269 -1.3700  -0.447
C11 -2.0916 3.3875 -2.6834  -0.564
C12 -3.1288 2.4255 -3.2724  -0.577
O5 -2.5257 1.6413 -4.2761  -0.177
C13 -3.3604 1.2815 -5.3681  -0.279
C14 -2.5184 1.1088 -6.6298  -1.161
C15 -0.0118 -0.1744 -2.1516  0.379
C16 1.4733 0.2184 -2.2465  -2.685
C17 2.2073 0.5537 -0.9417  1.184
C18 3.0889 -0.5905 -0.3754  -1.541
C19 2.8117 -0.8981 1.0973  -0.029
C20 3.5391 0.0449 2.0654  -0.848
O6 4.6640 0.6277 1.4597  -0.241
C21 5.3155 1.5262 2.3314  -0.825
C22 -0.1492 -1.6985 -1.8463  -1.290
N3 -0.8516 -2.3810 -2.9304  -0.636
N4 -0.7768 -2.0309 -0.5215  0.678
B1 0.0187 -2.8406 0.3956  0.721
O7 0.0270 -2.5315 1.7316  -0.720
O8 0.7724 -3.8943 -0.0451  -0.648
H1 -5.2118 -2.8018 -2.8559  0.193
H2 -6.0642 -3.7523 -1.6272  0.281
H3 -6.0681 -4.2830 -3.2998  0.449
H4 -3.5153 -4.5750 -3.1426  0.301
H5 -4.4961 -5.6828 -2.2227  0.395
H6 -2.4813 -4.6563 -0.9630  0.047
H7 -4.0451 -4.8120 -0.1737  0.625
H8 -4.2609 -2.4352 1.0943  0.536
H9 -2.7152 -3.2912 1.1108  0.513
H10 -3.1017 -0.5009 1.1036  0.256
H11 -0.7724 0.7736 2.7674  0.275
H12 -0.0044 1.9474 1.6690  0.179
H13 -1.6953 3.5946 2.0964  0.428
H14 -1.8119 2.3080 4.8078  0.327
H15 -0.1754 2.7385 4.2121  0.345
H16 -1.4225 3.9600 4.3947  0.368
H17 -3.2820 1.6530 3.3257  0.327
H18 -1.9043 0.6365 -1.6348  0.663
H19 0.1214 2.4221 -2.1628  0.727
H20 0.0128 2.4998 -0.4258  0.104
H21 -2.4964 4.3950 -2.6316  0.402
H22 -1.2389 3.4051 -3.3634  0.276
H23 -3.4932 1.7974 -2.4543  0.281
H24 -3.9773 2.9915 -3.6592  0.574
H25 -4.1269 2.0383 -5.5331  0.353
H26 -3.8561 0.3355 -5.1361  0.240
H27 -3.0358 1.5648 -7.4727  0.344
H28 -1.5618 1.6122 -6.5289  0.315
H29 -2.3734 0.0624 -6.8801  0.298
H30 -0.4243 -0.0450 -3.1500  0.424
H31 1.5420 1.0699 -2.9224  0.783
H32 2.0114 -0.5831 -2.7525  0.965
H33 2.8779 1.3860 -1.1603  -0.204
H34 1.5471 0.9093 -0.1532  -0.321
H35 2.9395 -1.4861 -0.9822  0.616
H36 4.1284 -0.3142 -0.5152  0.731
H37 3.0542 -1.9400 1.3005  0.620
H38 1.7425 -0.7663 1.2700  -0.296
H39 3.8239 -0.5000 2.9709  0.469
H40 2.8523 0.8421 2.3841  0.235
H41 6.1953 1.9102 1.8293  0.248
H42 4.6554 2.3625 2.5859  0.332
H43 5.5884 1.0281 3.2646  0.311
H44 0.8537 -2.1124 -1.8136  1.152
H45 -0.3840 -3.2434 -3.1748  0.400
H46 -1.7916 -2.6242 -2.6356  0.120
H47 0.3323 -3.3121 2.2020  0.219
H48 0.4297 -4.2839 -0.8523  0.306
C23 4.1362 6.1005 -6.6328  -0.773
O9 5.0290 5.3992 -5.7966  -0.278
C24 6.1469 6.1695 -5.3868  -0.543
C25 6.5880 5.8122 -3.9862  -0.333
O10 5.7277 6.2733 -2.9564  -0.434
C26 4.4933 5.6130 -2.7557  -0.510
C27 4.6027 4.2595 -2.0903  -0.172
O11 5.1090 3.2755 -2.9751  -0.224
C28 5.9341 2.3226 -2.3435  -0.468
H49 4.5605 6.2575 -7.6305  0.326
H50 3.2340 5.4978 -6.7264  0.228
H51 3.8645 7.0702 -6.2012  0.347
H52 5.9138 7.2392 -5.4273  0.354
H53 6.9823 5.9724 -6.0715  0.385
H54 7.5323 6.3318 -3.8097  0.388
H55 6.7819 4.7415 -3.8995  0.126
H56 3.9148 5.5484 -3.6796  0.198
H57 3.9435 6.2603 -2.0675  0.395
H58 3.5972 3.9541 -1.7629  0.082
H59 5.2404 4.3460 -1.2035  0.360
H60 6.7226 2.8035 -1.7546  0.417
H61 6.4021 1.7205 -3.1202  0.270
H62 5.3476 1.6650 -1.6884  -0.091
C29 -2.4855 -2.0425 4.2901  -0.520
O12 -2.9006 -3.2274 4.9153  -0.390
C30 -2.2722 -4.3929 4.4095  -0.043
C31 -2.0231 -5.4200 5.4910  -0.555
O13 -0.9724 -5.0958 6.3780  -0.451
C32 -1.1898 -4.0943 7.3621  -0.257
C33 -2.0912 -4.5121 8.4997  -0.567
O14 -3.4461 -4.5732 8.0882  -0.293
C34 -4.1816 -5.6024 8.7170  -0.781
H63 -2.8853 -1.9740 3.2723  0.026
H64 -2.8730 -1.2080 4.8749  0.395
H65 -1.3931 -1.9642 4.2510  0.334
H66 -1.3152 -4.1378 3.9364  -0.015
H67 -2.9282 -4.8436 3.6496  0.328
H68 -1.6896 -6.3309 4.9874  0.428
H69 -2.9474 -5.6573 6.0205  0.199
H70 -1.5368 -3.1609 6.9144  0.058
H71 -0.2009 -3.9074 7.7857  0.400
H72 -1.9980 -3.7701 9.3034  0.388
H73 -1.7586 -5.4810 8.8866  0.354
H74 -3.6736 -6.5682 8.6211  0.351
H75 -5.1467 -5.6658 8.2180  0.231
H76 -4.3452 -5.3861 9.7777  0.334